w | Below is a single C2H3N3O2 molecule, with properties calculated with the ωB97M-V functional and the def2-TZVPD basis.

Atoms and positions in Å:
C1 1.889 -0.085 0.021
C2 -0.678 0.145 -0.158
N1 1.369 0.824 0.752
N2 0.275 -0.158 0.810
N3 -1.700 -0.733 -0.172
O1 2.489 -0.881 -0.559
O2 -0.587 1.114 -0.895
H1 1.153 1.785 0.482
H2 -1.750 -1.455 0.522
H3 -2.460 -0.556 -0.803

As for the spin multiplicity: 1. As for the charge: 0. Its SMILES is NC(=O)N1NC1=O. The HOMO-LUMO gap comes out at 10.248 eV. The calculation puts the LUMO energy at 0.73 eV. As for the HOMO energy: -0.3499 Eh.

These are the natural (NBO) partial charges, in e, on atoms 1 to 4:
1. C 0.923
2. C 0.709
3. N -0.473
4. N -0.479

***

x | Below is a single C2H3N3O2 molecule, with properties calculated with the ωB97M-V functional and the def2-TZVPD basis.

Atoms and positions in Å:
C1 1.555 0.401 0.194
C2 -1.801 -0.214 -0.547
H1 2.325 0.156 -0.596
H2 1.792 0.250 1.267
H3 1.245 1.539 0.065
N1 0.223 -0.329 0.049
N2 -0.428 -0.943 0.944
N3 -1.635 -0.804 0.707
O1 -2.751 -0.245 -1.184
O2 -0.526 0.189 -0.900

As for the spin multiplicity: 1. As for the charge: 0. Its SMILES is Cn1nnc(=O)o1. The HOMO-LUMO gap comes out at 10.304 eV. The calculation puts the LUMO energy at 0.42 eV. As for the HOMO energy: -0.3631 Eh.

These are the natural (NBO) partial charges, in e, on atoms 1 to 4:
1. C -0.439
2. C 0.776
3. H 0.239
4. H 0.242

***

y | Below is a molecular structure, C2H3N3O2, with properties calculated with the ωB97M-V functional and the def2-TZVPD basis.

Atoms and positions in Å:
N1 -1.630 -0.368 -0.129
C1 -0.956 -0.906 0.892
N2 -1.099 -1.596 1.948
O1 0.284 -0.817 1.296
C2 2.030 1.319 -1.010
O2 2.970 1.863 -1.436
N3 1.028 0.728 -0.644
H1 -1.102 0.134 -0.834
H2 -2.451 -0.868 -0.434
H3 0.926 0.511 0.351

As for the spin multiplicity: 1. As for the charge: 0. The HOMO-LUMO gap comes out at 9.822 eV. The calculation puts the LUMO energy at -0.02 eV. As for the HOMO energy: -0.3616 Eh.

These are the natural (NBO) partial charges, in e, on atoms 1 to 4:
1. N -0.814
2. C 0.610
3. N -0.159
4. O -0.473

***

z | Below is a single C2H3N3O2 molecule, with properties calculated with the ωB97M-V functional and the def2-TZVPD basis.

Atoms and positions in Å:
C1 1.086 -0.057 0.467
C2 -0.250 -0.115 -0.245
N1 1.829 1.083 -1.568
N2 2.314 0.813 -0.502
N3 -0.731 -1.354 -0.482
O1 1.285 -0.190 1.618
O2 -0.792 0.949 -0.511
H1 2.352 1.878 -2.100
H2 -0.024 -2.084 -0.305
H3 -1.455 -1.250 -1.144

As for the spin multiplicity: 1. As for the charge: 0. Its SMILES is [H]/N=N/C(=O)C(N)=O. The HOMO-LUMO gap comes out at 8.697 eV. The calculation puts the LUMO energy at 0.14 eV. As for the HOMO energy: -0.3144 Eh.

These are the natural (NBO) partial charges, in e, on atoms 1 to 4:
1. C 0.560
2. C 0.558
3. N -0.321
4. N -0.147

***

The winner here is w, beating the second structure by 53.2 kJ/mol.

***

w | Below is a molecular structure, C5H5NO3, with properties calculated with the ωB97M-V functional and the def2-TZVPD basis.

Atoms and positions in Å:
C1 1.648 -0.616 -0.008
C2 0.792 1.602 0.149
C3 -0.250 0.632 0.482
C4 -1.209 -1.086 -0.064
C5 0.182 -0.540 -0.331
H1 -0.047 0.361 1.559
H2 -1.922 0.717 -0.714
H3 -1.226 -1.551 0.916
H4 -1.685 -1.715 -0.904
H5 0.198 -0.152 -1.277
N1 -1.710 0.332 0.191
O1 2.434 -1.505 0.147
O2 1.996 0.771 0.003
O3 0.798 2.751 -0.149

As for the spin multiplicity: 1. As for the charge: 0. The HOMO-LUMO gap comes out at 10.947 eV. The calculation puts the LUMO energy at 0.51 eV. As for the HOMO energy: -0.3836 Eh.

These are the natural (NBO) partial charges, in e, on atoms 1 to 4:
1. C 0.806
2. C 0.790
3. C -0.168
4. C -0.211

***

x | Below is a single C5H5NO3 molecule, with properties calculated with the ωB97M-V functional and the def2-TZVPD basis.

Atoms and positions in Å:
C1 -1.488 1.152 -0.656
C2 -0.580 -1.086 0.249
C3 1.264 -0.364 1.180
C4 -0.487 0.238 -0.048
C5 2.397 0.427 0.155
O1 0.539 -1.497 0.917
O2 -1.552 -1.966 0.023
N1 0.673 0.668 0.579
O3 2.801 -0.067 -0.857
H1 -1.213 -2.865 0.141
H2 2.888 1.191 0.763
H3 -1.967 1.779 0.102
H4 -1.006 1.810 -1.386
H5 -2.267 0.579 -1.164

As for the spin multiplicity: 1. As for the charge: 0. The HOMO-LUMO gap comes out at 9.493 eV. The calculation puts the LUMO energy at 0.37 eV. As for the HOMO energy: -0.3353 Eh.

These are the natural (NBO) partial charges, in e, on atoms 1 to 4:
1. C -0.634
2. C 0.584
3. C 0.289
4. C -0.022

***

The winner here is w, beating the second structure by 66.0 kJ/mol.

***

w | Below is a single C5H6ClNS molecule, with properties calculated with the ωB97M-V functional and the def2-TZVPD basis.

Atoms and positions in Å:
C1 -0.387 0.396 -0.161
C2 0.868 1.022 -0.283
C3 2.142 0.423 -0.371
C4 -0.613 -0.995 0.274
C5 -0.828 -1.388 1.487
H1 -2.361 0.604 -0.912
H2 -1.384 2.054 -0.923
H3 0.842 2.134 -0.581
H4 3.059 0.958 -0.823
H5 -1.078 -2.473 1.588
H6 -0.649 -0.742 2.371
N1 -1.510 1.125 -0.378
S1 2.524 -1.171 -0.127
Cl1 -0.625 -1.946 -1.162

As for the spin multiplicity: 1. As for the charge: 0. Its SMILES is C=C(Cl)/C(N)=C\C=S. The HOMO-LUMO gap comes out at 7.532 eV. The calculation puts the LUMO energy at -0.38 eV. As for the HOMO energy: -0.2906 Eh.

These are the natural (NBO) partial charges, in e, on atoms 1 to 4:
1. C 0.263
2. C -0.387
3. C -0.291
4. C -0.078

***

x | Below is 2 unconnected molecules or ions with the total composition C5H6ClNS, with properties calculated with the ωB97M-V functional and the def2-TZVPD basis.

Atoms and positions in Å:
C1 -1.814 -1.519 0.675
C2 -1.628 -2.121 -0.336
C3 0.231 0.580 -0.652
C4 -0.426 0.663 -1.767
C5 1.374 1.350 1.366
N1 0.964 0.359 0.322
S1 1.860 -1.139 0.284
Cl1 -1.290 -2.670 -1.841
H1 -1.971 -1.479 1.709
H2 -0.026 0.543 -2.718
H3 -1.432 0.884 -1.860
H4 0.390 1.742 1.698
H5 1.859 0.721 2.148
H6 1.911 2.088 0.971

As for the spin multiplicity: 1. As for the charge: 0. Its SMILES is C=C=[N+](C)[S-].C#CCl. The HOMO-LUMO gap comes out at 7.578 eV. The calculation puts the LUMO energy at -0.07 eV. As for the HOMO energy: -0.2809 Eh.

These are the natural (NBO) partial charges, in e, on atoms 1 to 4:
1. C -0.275
2. C -0.093
3. C 0.457
4. C -0.513

***

The winner here is w, beating the second structure by 364.4 kJ/mol.

***

w | Below is a single CH3N5O molecule, with properties calculated with the ωB97M-V functional and the def2-TZVPD basis.

Atoms and positions in Å:
C1 -0.211 0.691 -0.113
H1 2.049 -1.159 0.708
H2 -2.416 0.439 -0.186
H3 1.100 2.168 0.126
N1 0.577 -0.557 -0.233
N2 -0.207 -1.612 0.002
N3 -1.419 -1.274 -0.056
N4 -1.474 0.056 -0.073
N5 0.052 1.921 -0.023
O1 1.948 -0.674 -0.152

As for the spin multiplicity: 1. As for the charge: 0. Its SMILES is [H]/N=c1/[nH]nnn1O. The HOMO-LUMO gap comes out at 9.402 eV. The calculation puts the LUMO energy at 0.57 eV. As for the HOMO energy: -0.3246 Eh.

These are the natural (NBO) partial charges, in e, on atoms 1 to 4:
1. C 0.497
2. H 0.480
3. H 0.428
4. H 0.376

***

x | Below is a single CH3N5O molecule, with properties calculated with the ωB97M-V functional and the def2-TZVPD basis.

Atoms and positions in Å:
C1 0.415 -0.546 0.451
H1 0.028 -0.554 -2.192
H2 -1.400 -0.986 -1.543
H3 1.039 0.268 2.374
N1 -0.715 -0.214 -1.627
N2 -0.360 0.198 -0.366
N3 -0.551 1.508 0.036
N4 0.018 1.564 1.177
N5 0.584 0.360 1.453
O1 0.941 -1.599 0.237

As for the spin multiplicity: 1. As for the charge: 0. Its SMILES is Nn1nn[nH]c1=O. The HOMO-LUMO gap comes out at 10.725 eV. The calculation puts the LUMO energy at 0.79 eV. As for the HOMO energy: -0.3652 Eh.

These are the natural (NBO) partial charges, in e, on atoms 1 to 4:
1. C 0.691
2. H 0.373
3. H 0.366
4. H 0.429

***

The winner here is x, beating the second structure by 184.5 kJ/mol.